Entry 1:
Computed, not measured: 2 unconnected molecules or ions with the total composition C4H8N at a distorted geometry, with ωB97M-V with the def2-TZVPD basis set.

**Highest occupied orbital energy (alpha / beta)**: -12.35 / -13.66 eV
**Kohn-Sham gap (alpha / beta)**: 8.1 / 8.6 eV
**Multiplicity**: 3
**LUMO level (alpha / beta)**: -4.27 / -5.04 eV
**Net charge**: +1
**Max |F|**: 3.9 eV/Å
**ΔE to the lowest compared entry with this formula, charge and spin**: 367.21 kJ/mol
**⟨S²⟩**: 2.034

Element x y z (Å)
C 0.6241 0.9677 -1.0169
C 0.8365 3.7621 -0.1111
C -0.0114 -0.2233 -0.6311
C -0.3102 -0.4535 0.6746
N -0.7219 -1.8839 0.9872
H 0.5138 1.1700 -2.0614
H 1.0490 1.5061 -0.1527
H 1.8300 4.2726 -0.0926
H -0.2861 -0.8075 -1.4020
H -0.0752 0.3175 1.4656
H -0.4270 -2.5532 0.2963
H -1.6864 -2.1342 1.1257
H -0.4087 -2.0184 1.9378

Entry 2:
Computed, not measured: C4H8N2 in the gas phase, with ωB97M-V with the def2-TZVPD basis set.

**Highest occupied orbital energy**: -8.35 eV
**Kohn-Sham gap**: 8.6 eV
**LUMO level**: 0.25 eV
**Max |F|**: 0.5 eV/Å
**ΔE to the lowest compared entry with this formula, charge and spin**: 442.45 kJ/mol

Element x y z (Å)
C -1.6636 0.1503 0.6501
N -0.8538 0.0958 1.8346
C -0.4930 1.1091 0.8175
C 0.3494 0.9481 -0.3296
C 1.1458 -0.3078 -0.4261
N 0.9577 -0.9067 -1.7401
H -2.6464 0.6029 0.7605
H -1.6014 -0.6479 -0.0898
H -0.2263 -0.7027 1.7742
H -0.7914 2.1152 1.0996
H 0.8835 -0.1510 -2.4151
H 1.0113 -1.0918 0.3425
H 2.1671 0.1028 -0.2488
H 1.7471 -1.4887 -1.9998